DFT (ωB97M-V/def2-TZVPD) results for 5 unconnected molecules or ions with the total composition C47H93F5N3O3S2 at a distorted geometry.

## Properties
Orbital gap = 0.26441 Ha
Charge = +1
E_HOMO = -0.42182 Ha

Each line ends with the Mulliken charge.
Element x y z (Å)
C  6.223529  -0.517700  1.730334  -1.04
C  5.768838  0.932763  1.675253  -0.87
C  4.965216  1.290204  0.418351  -0.55
C  3.904141  0.251213  0.044826  -0.55
C  2.566521  0.867811  -0.412524  -1.17
C  1.356957  0.013595  -0.004705  0.01
C  0.387751  -0.295342  -1.146414  -0.81
C  -0.876384  -1.008398  -0.615886  -1.09
C  -2.169797  -0.566574  -1.281504  -0.80
N  -2.818881  0.601156  -0.658274  0.78
C  -4.025044  0.990553  -0.794335  0.00
C  -4.970857  0.119008  -1.630086  0.95
F  -5.054759  -1.104506  -1.058677  -0.27
F  -4.419516  -0.015133  -2.859744  -0.25
C  -6.438977  0.612858  -1.853091  0.23
F  -7.115222  -0.461701  -2.332005  -0.27
F  -7.008715  0.987083  -0.696546  -0.14
F  -6.511437  1.593019  -2.771783  -0.18
C  -4.318664  2.311797  -0.073227  0.97
C  -5.154681  2.067646  1.188582  0.09
C  -4.828834  2.813441  2.476035  -1.40
C  -5.434741  4.226152  2.610665  -0.28
C  -5.886846  4.485640  4.046316  -1.07
N  -4.804774  4.647267  5.002573  -0.63
N  -4.981274  3.131183  -1.117402  -0.42
C  -5.514170  4.216011  -0.873769  0.39
S  -5.912323  5.713218  -0.787304  -0.21
C  -2.811529  2.769855  0.005197  -0.95
O  -2.484560  3.076438  -1.383312  -0.33
S  -2.287498  4.204291  0.961001  -0.09
C  -2.018908  1.458338  0.220562  0.25
C  -1.994871  1.000288  1.682473  -2.39
O  -3.086114  0.110070  1.892297  -0.16
C  -2.875580  -0.811946  2.877661  0.76
C  -3.805309  -1.972241  2.772608  -1.10
O  -2.029830  -0.675497  3.723992  -0.53
H  6.938207  -0.680592  2.524782  0.45
H  5.372793  -1.150265  1.967635  0.33
H  6.611944  -0.869694  0.782544  0.32
H  6.662614  1.549018  1.667657  0.39
H  5.226587  1.199135  2.577255  0.32
H  5.692048  1.359273  -0.381542  0.32
H  4.518554  2.261252  0.593166  0.39
H  4.262112  -0.376917  -0.759545  0.29
H  3.691773  -0.351050  0.916784  0.26
H  2.559988  1.075725  -1.476407  0.47
H  2.473762  1.823335  0.091478  0.37
H  1.644828  -0.925144  0.453099  0.51
H  0.800256  0.560935  0.754975  -0.21
H  0.893802  -0.987576  -1.806507  0.48
H  0.132252  0.592697  -1.715713  0.47
H  -0.770621  -2.052235  -0.881661  0.75
H  -0.915325  -0.996529  0.465927  0.21
H  -1.925239  -0.261807  -2.293490  0.20
H  -2.846042  -1.400476  -1.373215  0.74
H  -5.135535  1.004771  1.390123  0.06
H  -6.176392  2.300541  0.935404  0.07
H  -5.264680  2.225121  3.276801  0.76
H  -3.768852  2.868098  2.695515  0.35
H  -4.696024  4.966342  2.329997  0.32
H  -6.276143  4.303273  1.929280  0.33
H  -6.524944  3.663666  4.354489  0.41
H  -6.509047  5.372754  4.050134  0.44
H  -4.084162  3.955503  4.864778  0.24
H  -4.383932  5.556220  4.886056  0.30
H  -1.808064  3.753586  -1.374689  0.56
H  -2.645554  5.159790  0.090048  0.30
H  -1.038484  1.721191  -0.140992  0.25
H  -1.078893  0.457338  1.872059  0.96
H  -1.992591  1.844640  2.359296  0.72
H  -3.983734  -2.396507  3.745252  0.37
H  -4.751503  -1.625973  2.368054  0.26
H  -3.414974  -2.691664  2.065434  0.29
C  8.264191  -3.529324  4.163451  -1.38
C  8.438139  -4.210144  2.808705  0.18
C  7.122644  -4.669622  2.184831  -0.26
C  6.354775  -5.718434  2.990056  -0.86
C  7.134394  -7.000397  3.278624  -0.38
C  7.539777  -7.760964  2.018859  -1.02
H  7.831545  -4.204579  4.902769  0.34
H  9.225979  -3.192802  4.552106  0.43
H  7.613294  -2.656205  4.078789  0.19
H  9.124554  -5.055174  2.908769  0.19
H  8.917501  -3.508433  2.119946  0.13
H  7.323785  -5.055855  1.181362  0.35
H  6.474753  -3.797149  2.044611  -0.03
H  5.440548  -5.974360  2.444437  0.40
H  6.025867  -5.283582  3.938266  0.34
H  6.511591  -7.650688  3.897976  0.37
H  8.023974  -6.776142  3.872820  0.23
H  6.661718  -8.032599  1.429236  0.29
H  8.064299  -8.681300  2.277390  0.38
H  8.205632  -7.171581  1.386676  0.12
C  11.631467  -6.155296  -0.207137  -1.12
C  12.512494  -4.944187  -0.502826  -0.44
C  11.833939  -3.611772  -0.191414  -0.69
C  10.572639  -3.327019  -1.007155  -0.23
C  10.764679  -3.329785  -2.522833  -0.51
C  11.731125  -2.255548  -3.014063  -1.23
H  10.727027  -6.156107  -0.817698  0.26
H  12.166939  -7.082172  -0.415402  0.43
H  11.332364  -6.170318  0.843327  0.23
H  12.833280  -4.970286  -1.547551  0.25
H  13.423403  -5.016031  0.096279  0.37
H  12.554870  -2.802704  -0.336711  0.35
H  11.570253  -3.589188  0.871219  0.32
H  10.176863  -2.351837  -0.703838  0.37
H  9.800557  -4.057883  -0.747327  0.05
H  9.791297  -3.168929  -2.994076  0.37
H  11.106772  -4.311990  -2.859086  0.27
H  11.386312  -1.260736  -2.724580  0.29
H  11.810041  -2.277020  -4.101622  0.38
H  12.733927  -2.398698  -2.610369  0.29
C  -3.724964  2.496476  -4.705669  -0.39
C  -3.696083  3.550138  -5.808682  -0.67
C  -3.042403  3.060266  -7.099086  -0.87
C  -1.571794  2.662831  -6.962723  -0.69
C  -0.654197  3.764001  -6.432557  -0.12
C  -0.593178  4.992228  -7.336165  -1.27
H  -2.716652  2.194811  -4.411132  0.10
H  -4.222831  2.885847  -3.817662  0.07
H  -4.265959  1.606088  -5.033509  0.33
H  -3.186826  4.446859  -5.444379  0.26
H  -4.721556  3.853400  -6.033059  0.40
H  -3.143780  3.835127  -7.862686  0.37
H  -3.600467  2.197177  -7.474690  0.35
H  -1.208007  2.339612  -7.942030  0.43
H  -1.488365  1.788457  -6.309696  0.27
H  0.353469  3.352805  -6.329430  0.38
H  -0.965386  4.064505  -5.426762  0.05
H  -0.244692  4.722080  -8.334146  0.30
H  0.097166  5.733696  -6.932578  0.39
H  -1.567923  5.471407  -7.434207  0.29
C  -12.780890  0.526121  3.136308  -1.23
C  -12.234878  1.886238  2.710506  -0.40
C  -11.738394  1.917386  1.265795  -0.78
C  -10.574722  0.972199  0.964237  -0.84
C  -9.332385  1.189691  1.825763  -0.49
C  -8.709356  2.571400  1.648304  -0.48
H  -12.015105  -0.249980  3.092671  0.28
H  -13.149775  0.563195  4.161463  0.39
H  -13.608913  0.221969  2.493802  0.30
H  -11.435175  2.189661  3.392427  0.24
H  -13.024534  2.632964  2.818688  0.41
H  -11.454386  2.942436  1.010529  0.28
H  -12.568049  1.664169  0.599757  0.45
H  -10.299825  1.084280  -0.090002  0.28
H  -10.904951  -0.063218  1.078564  0.39
H  -8.590817  0.429725  1.558981  0.22
H  -9.567021  1.027834  2.880475  0.56
H  -8.429986  2.739141  0.604660  0.14
H  -7.808525  2.666771  2.260701  -0.27
H  -9.390732  3.367411  1.948006  0.62

Atomic forces in eV per Å
-0.729 -0.052 0.256
0.445 -0.021 -0.325
0.374 -0.607 0.337
-0.519 0.842 -0.201
0.222 -0.328 0.676
-0.442 0.563 -0.567
0.045 -0.418 0.815
0.297 0.032 -0.551
0.479 -0.299 -0.292
0.503 -0.763 0.126
-0.103 -0.232 0.324
-0.255 0.302 -0.543
0.047 0.311 0.147
-0.139 -0.047 0.334
-0.730 -0.417 -0.839
0.438 0.974 0.378
0.300 -0.132 -0.741
0.025 -0.874 0.987
0.298 0.275 -1.701
0.165 0.109 0.201
-0.148 0.525 0.265
0.115 -0.653 0.022
0.133 0.062 -0.426
-0.233 0.125 0.065
-1.073 0.832 1.761
1.604 -0.735 -0.823
-0.505 -0.085 0.102
0.138 0.740 -1.835
-0.519 -0.297 0.539
0.212 -0.239 0.830
-1.195 2.008 1.232
0.421 -0.833 -0.362
0.298 -0.013 -0.118
0.467 -0.231 1.183
-0.583 0.669 -0.309
-0.319 0.116 -0.778
0.363 -0.011 0.068
-0.102 -0.267 0.006
0.322 0.015 -0.193
0.116 0.305 0.098
-0.212 -0.066 0.193
0.029 0.317 -0.372
-0.121 0.306 -0.231
0.203 -0.480 0.044
-0.018 -0.344 0.180
0.045 -0.027 -0.284
-0.080 0.333 -0.017
0.218 -0.225 0.099
-0.042 0.021 0.293
0.094 0.043 -0.497
0.000 0.263 -0.099
-0.107 -0.341 0.070
-0.161 0.066 0.224
-0.062 0.163 -0.269
-0.458 0.038 0.241
0.015 -0.234 0.084
-0.217 0.038 -0.168
-0.086 -0.323 0.151
0.175 -0.196 -0.020
0.084 0.327 -0.195
-0.228 0.175 -0.066
-0.178 -0.206 0.178
-0.077 0.249 0.204
0.128 -0.148 0.079
0.174 0.123 0.066
0.327 0.196 -0.085
-0.235 -0.240 -0.176
0.410 -0.712 -0.287
0.229 -0.024 0.160
-0.199 0.228 0.131
0.193 -0.301 0.233
-0.209 -0.008 -0.083
0.220 -0.309 -0.009
0.098 -0.064 -0.047
-0.036 0.120 0.026
-0.023 -0.010 -0.086
0.015 0.022 0.069
-0.068 -0.058 -0.100
0.049 0.001 0.115
-0.020 0.010 0.009
-0.013 0.024 0.022
-0.036 -0.013 0.019
-0.001 -0.012 -0.023
0.037 -0.028 -0.013
-0.007 -0.009 0.002
0.016 0.016 0.006
0.004 -0.020 -0.002
0.003 0.015 -0.008
0.021 0.003 0.032
-0.007 0.024 0.015
0.003 0.027 -0.033
0.002 -0.014 -0.032
-0.005 -0.001 -0.020
0.087 0.015 -0.075
-0.063 -0.052 0.094
0.039 0.049 -0.009
-0.075 -0.049 0.028
0.015 0.121 0.011
-0.041 -0.107 -0.061
-0.015 -0.003 0.012
-0.022 -0.022 0.021
-0.036 0.008 0.001
0.004 0.022 -0.006
0.024 0.003 -0.024
-0.008 0.008 -0.009
0.003 -0.014 0.005
-0.005 0.008 -0.007
0.000 0.008 0.014
-0.006 -0.040 -0.012
-0.008 -0.017 0.019
0.028 0.011 0.034
0.020 0.028 -0.003
0.008 0.019 0.013
0.002 0.100 -0.004
-0.024 -0.082 -0.009
0.016 0.025 -0.035
-0.006 -0.016 0.069
0.037 0.009 -0.107
0.026 -0.004 0.134
0.003 -0.020 -0.004
-0.023 -0.018 0.081
0.028 -0.016 -0.025
0.001 0.007 -0.020
0.002 0.026 0.011
0.018 -0.001 -0.006
-0.021 0.001 0.009
0.017 0.005 -0.005
-0.013 -0.012 -0.016
0.001 -0.001 0.033
-0.014 -0.022 0.003
-0.035 0.000 -0.026
0.002 0.019 -0.030
-0.006 0.001 -0.025
0.057 0.091 0.059
-0.068 -0.086 -0.034
0.023 0.066 0.005
-0.025 -0.051 0.005
0.056 0.039 -0.112
0.047 -0.101 0.146
-0.010 -0.019 -0.009
-0.021 -0.027 -0.002
0.010 -0.029 -0.019
0.006 0.023 -0.008
0.018 0.027 0.017
0.008 -0.007 -0.016
-0.013 -0.002 0.005
0.019 0.000 0.000
-0.012 0.002 -0.002
0.003 -0.024 0.036
-0.023 -0.007 0.002
-0.054 0.069 -0.027
-0.095 0.034 0.024
-0.008 0.020 -0.016